{
  "formula": "C3H7AlO2",
  "method": "ωB97M-V/def2-TZVPD",
  "homo_lumo_gap_ev": [7.9, 5.8],
  "homo_ev": [-13.93, -13.93],
  "relative_energy_kj_mol": 281.0,
  "e_lumo_ev": [-6.06, -8.16],
  "multiplicity": 2,
  "max_force_ev_per_a": 1.26,
  "charge": 1,
  "e_tot_ha": -511.01824,
  "elements": ["C", "O", "C", "C", "O", "H", "H", "H", "H", "H", "H", "H", "Al"],
  "xyz": [[1.886342, -2.219911, 0.675754], [1.419955, -0.905529, 0.882413], [1.651027, -0.425700, 2.164445], [1.222789, 1.005115, 2.300126], [0.671367, 1.642574, 1.434084], [1.614550, -2.504191, -0.347121], [2.980016, -2.270312, 0.806883], [1.413214, -2.929685, 1.374964], [2.718673, -0.474431, 2.461863], [1.069279, -1.008655, 2.909214], [1.268029, 1.382823, 3.345257], [-1.416531, -1.566855, 0.773511], [-1.865175, -0.785125, 2.090201]],
  "atomic_forces_ev_per_a": [[0.3, -0.5, -0.1], [-0.4, 0.4, 0.0], [0.6, -0.1, -0.3], [-1.2, 0.2, 0.1], [0.2, -0.4, 0.3], [0.2, 0.1, 0.3], [-0.3, 0.0, -0.1], [0.1, 0.1, -0.1], [-0.3, -0.2, 0.0], [0.2, 0.0, 0.2], [0.4, 0.2, -0.2], [0.0, -0.2, -0.2], [0.2, 0.3, 0.0]]
}

---

{
  "formula": "C3H7BO2",
  "method": "ωB97M-V/def2-TZVPD",
  "homo_lumo_gap_ev": 10.0,
  "homo_ev": -9.98,
  "relative_energy_kj_mol": 315.5,
  "e_lumo_ev": 0.05,
  "max_force_ev_per_a": 4.33,
  "e_tot_ha": -293.78610,
  "elements": ["B", "C", "C", "C", "O", "O", "H", "H", "H", "H", "H", "H", "H"],
  "xyz": [[0.462691, 1.951961, 0.860732], [1.995177, 1.773108, 1.170309], [-0.162547, -1.498816, -0.065583], [-0.023551, -0.054089, -0.466214], [2.931705, 1.350251, 1.698902], [0.076960, 0.575294, 0.830995], [0.051688, 2.616858, 0.007667], [0.203227, 2.654197, 1.871872], [-0.501566, -1.930307, -0.946321], [0.822035, -1.851008, 0.105352], [-0.647811, -1.487467, 0.827378], [-0.967776, 0.089407, -1.025286], [0.873311, 0.360634, -0.981998]],
  "atomic_forces_ev_per_a": [[-1.3, 0.4, 0.8], [3.4, -1.4, 1.8], [3.4, 1.3, -2.4], [0.0, 0.8, 1.5], [-2.6, 1.5, -1.7], [-0.7, 0.5, 0.0], [0.3, 0.7, -1.1], [0.3, -0.8, -0.2], [-1.3, -1.8, -1.0], [1.0, -0.8, 0.4], [-2.1, -0.5, 2.0], [0.4, 1.3, 0.3], [-0.7, -1.1, -0.5]]
}

---

{
  "formula": "C3H7BO3",
  "method": "ωB97M-V/def2-TZVPD",
  "homo_lumo_gap_ev": [5.6, 7.7],
  "homo_ev": [-4.85, -10.62],
  "relative_energy_kj_mol": 326.4,
  "e_lumo_ev": [0.75, -2.92],
  "multiplicity": 3,
  "max_force_ev_per_a": 3.79,
  "e_tot_ha": -368.89085,
  "elements": ["B", "C", "C", "C", "O", "O", "O", "H", "H", "H", "H", "H", "H", "H"],
  "xyz": [[-0.176260, -1.017689, -0.006722], [1.363140, -0.272661, 0.282328], [-1.508459, 0.218463, -0.478937], [0.775651, 1.177040, 0.045722], [-2.409076, 0.535045, 0.579880], [-0.249415, -2.259582, -0.426257], [-0.440141, 1.141335, -0.758956], [2.019750, -0.529356, -0.566413], [-2.085386, 0.292853, -1.432648], [0.645478, 1.687675, 1.054635], [1.612106, 1.796932, -0.418752], [1.889401, -0.311193, 1.267270], [-1.967010, 0.315082, 1.477374], [0.530227, -2.773945, -0.618530]],
  "atomic_forces_ev_per_a": [[1.8, 0.8, 3.2], [-2.8, 1.2, -1.2], [-0.1, 3.0, 0.0], [1.5, 0.8, 1.4], [2.5, -1.5, -0.4], [-1.3, -1.9, -0.9], [0.9, -0.1, 0.7], [0.1, -0.1, 0.4], [0.3, -0.8, 0.9], [-0.6, -0.8, -1.2], [-1.7, -0.5, -0.3], [-0.7, -0.3, -0.9], [-0.3, 0.2, -1.6], [0.4, 0.0, -0.2]]
}

---

{
  "formula": "C3H7Br2N2",
  "method": "ωB97M-V/def2-TZVPD",
  "homo_lumo_gap_ev": [6.0, 8.1],
  "homo_ev": [-12.00, -13.37],
  "relative_energy_kj_mol": 318.7,
  "e_lumo_ev": [-6.04, -5.26],
  "max_force_ev_per_a": 3.42,
  "charge": 1,
  "e_tot_ha": -5375.67295,
  "elements": ["C", "C", "C", "N", "N", "Br", "Br", "H", "H", "H", "H", "H", "H", "H"],
  "xyz": [[0.952630, -0.123800, 0.957448], [-0.986733, 0.118784, -2.073029], [-1.427483, -0.166701, -0.714742], [1.842743, 0.818373, 0.710038], [0.578043, -0.704164, 2.047394], [-1.539067, -1.968100, -0.150696], [-2.335224, 1.108300, 0.336494], [-1.869445, 0.209000, -2.698615], [-0.520936, 1.069911, -2.118008], [-0.225815, -0.706870, -2.344241], [2.004271, 1.292133, -0.243445], [2.725060, 0.956410, 1.280792], [-0.300354, -1.121869, 2.063798], [1.102308, -0.781405, 2.946818]],
  "atomic_forces_ev_per_a": [[-1.6, 2.0, -2.2], [1.3, -1.8, 0.0], [0.5, -0.5, 2.3], [2.6, 0.4, -0.4], [2.8, 0.4, 1.6], [-0.5, 0.7, -0.4], [0.3, -0.6, -0.7], [-0.2, -0.5, -0.5], [0.6, 1.0, 0.0], [-1.5, 1.4, -0.1], [-0.9, -1.6, 1.9], [-1.5, -0.2, -0.4], [-1.6, -1.2, -0.2], [-0.4, 0.4, -1.0]]
}

---

{
  "formula": "C3H7Br2N2",
  "method": "ωB97M-V/def2-TZVPD",
  "homo_lumo_gap_ev": 9.1,
  "homo_ev": -14.00,
  "relative_energy_kj_mol": 148.5,
  "e_lumo_ev": -4.86,
  "max_force_ev_per_a": 3.00,
  "charge": 1,
  "e_tot_ha": -5375.73779,
  "elements": ["C", "C", "C", "N", "N", "Br", "Br", "H", "H", "H", "H", "H", "H", "H"],
  "xyz": [[-0.614130, -0.110323, -0.996097], [-1.362810, -0.059099, 0.407203], [0.057260, 0.284545, 0.875923], [-1.976941, -1.140440, 1.016169], [0.583692, 0.416196, -0.310515], [4.038705, 0.723336, -0.812689], [0.934525, 0.553685, 2.516122], [-0.419742, -1.173764, -1.332188], [-1.039854, 0.424684, -1.799832], [-2.118613, 0.738679, 0.450813], [-2.956135, -1.019415, 1.053554], [-1.721332, -2.056648, 0.971435], [5.175022, 1.506840, -1.304329], [1.420353, 0.911723, -0.735570]],
  "atomic_forces_ev_per_a": [[0.0, -2.3, 0.1], [0.9, -0.8, -0.3], [1.2, 1.6, 0.7], [-1.2, 2.4, 0.5], [-0.3, 0.7, -0.4], [0.8, 0.4, -0.3], [-0.7, -0.3, -1.1], [-0.3, 1.2, 0.4], [-0.1, 1.0, -0.8], [1.0, 0.4, 0.0], [-0.9, -0.2, 0.2], [1.3, -2.7, -0.5], [-0.9, -0.5, 0.3], [-0.8, -1.0, 1.1]]
}

---

{
  "formula": "C3H7Br2NO",
  "method": "ωB97M-V/def2-TZVPD",
  "homo_lumo_gap_ev": 8.8,
  "homo_ev": -9.11,
  "relative_energy_kj_mol": 386.8,
  "e_lumo_ev": -0.33,
  "max_force_ev_per_a": 4.42,
  "e_tot_ha": -5396.40319,
  "elements": ["C", "C", "C", "N", "O", "Br", "Br", "H", "H", "H", "H", "H", "H", "H"],
  "xyz": [[-1.336095, 0.187287, 0.957415], [0.566926, 0.768988, -0.695444], [-0.158018, -0.115281, -0.024521], [3.405668, -1.193527, 0.246383], [1.549029, 0.279292, -1.637051], [2.325863, -2.173927, 1.497033], [3.960721, 0.503252, 0.882930], [-1.814680, 1.115118, 0.941808], [-0.997123, 0.306013, 1.906165], [-1.977853, -0.774615, 0.872993], [0.184223, 1.774453, -0.664886], [2.767717, -0.815966, -0.506012], [-0.079371, -1.154593, -0.229017], [1.703176, 0.905563, -2.330381]],
  "atomic_forces_ev_per_a": [[0.6, -3.3, -2.9], [-0.4, -1.6, -1.0], [-1.3, 1.1, 0.6], [-0.6, 0.5, -0.7], [-1.3, 0.3, 1.9], [0.3, 0.6, -0.5], [0.1, -0.1, 0.4], [-1.3, 1.4, -1.5], [1.5, -0.8, 3.2], [0.5, 2.1, 0.4], [1.0, 0.7, -0.4], [0.2, -0.9, 0.9], [0.6, -0.8, 0.0], [0.1, 0.7, -0.4]]
}

---

{
  "formula": "C3H7Br2Na3O",
  "method": "ωB97M-V/def2-TZVPD",
  "homo_lumo_gap_ev": [6.9, 4.1],
  "homo_ev": [-18.24, -18.24],
  "e_lumo_ev": [-11.32, -14.15],
  "multiplicity": 2,
  "max_force_ev_per_a": 2.08,
  "charge": 3,
  "e_tot_ha": -5827.57450,
  "elements": ["Na", "Na", "Na", "C", "O", "H", "H", "H", "Br", "C", "C", "Br", "H", "H", "H", "H"],
  "xyz": [[15.915060, 22.098260, -0.510600], [12.297790, 21.973010, -1.408250], [13.609930, 24.623890, -0.388620], [15.102820, 23.805390, -3.456780], [14.232550, 23.168220, -2.518000], [14.635450, 24.114630, -4.391680], [15.629420, 24.617620, -2.955690], [15.928330, 23.193120, -3.819760], [20.069550, 25.637300, -6.565300], [18.523730, 25.758760, -5.237420], [19.035640, 25.989760, -3.792840], [17.616770, 26.819630, -2.739920], [17.886250, 24.875490, -5.197820], [17.851260, 26.546900, -5.576110], [19.815750, 26.746800, -3.712710], [19.467570, 25.121680, -3.294850]],
  "atomic_forces_ev_per_a": [[0.4, -0.2, -0.7], [0.0, -0.3, -1.2], [0.1, 0.8, -0.7], [0.4, -0.1, 0.6], [-0.3, -0.4, 2.0], [-0.6, 0.3, 0.3], [-0.2, 0.6, -0.3], [0.0, -0.8, 0.2], [-1.2, -0.1, 0.7], [0.1, 0.3, 1.7], [0.8, 0.9, -0.3], [0.1, -0.5, -0.3], [0.5, -0.6, -0.9], [0.5, 0.4, -0.5], [0.0, 0.0, -0.4], [-0.6, -0.2, -0.2]]
}

---

{
  "formula": "C3H7BrClNO",
  "method": "ωB97M-V/def2-TZVPD",
  "homo_lumo_gap_ev": 8.3,
  "homo_ev": -8.97,
  "relative_energy_kj_mol": 77.7,
  "smiles": "C/C=C/O.ClNBr",
  "e_lumo_ev": -0.65,
  "max_force_ev_per_a": 4.07,
  "e_tot_ha": -3282.57323,
  "elements": ["C", "C", "C", "O", "H", "H", "H", "H", "H", "H", "Cl", "N", "Br", "H"],
  "xyz": [[0.968827, 0.021149, 1.612240], [-0.286230, 0.705489, 1.163995], [-1.323976, 0.035335, 0.543248], [-2.482538, 0.671118, 0.211111], [0.852184, -0.427575, 2.578522], [1.669163, 0.974041, 1.655934], [1.262253, -0.709248, 0.796770], [-0.305047, 1.775228, 1.514584], [-1.216059, -0.953737, 0.152848], [-2.527651, 0.536676, -0.779159], [2.324380, -0.645631, -3.098015], [0.820318, -1.063756, -2.313690], [-0.670829, -0.049085, -2.790265], [0.915205, -0.870004, -1.248123]],
  "atomic_forces_ev_per_a": [[1.1, 2.1, -1.9], [-2.3, -0.8, -0.2], [2.6, 2.8, 1.4], [-0.1, -0.3, -1.8], [0.3, -0.3, 0.5], [-0.5, -2.6, 0.1], [0.2, 0.6, 1.4], [-0.8, -1.2, -0.7], [0.1, -0.8, 0.1], [-0.5, 0.3, 1.5], [-0.7, 0.2, 0.4], [0.4, -0.4, 2.4], [0.0, 0.4, -0.5], [0.2, -0.1, -2.4]]
}

---

{
  "formula": "C3H7BrN2O2S",
  "method": "ωB97M-V/def2-TZVPD",
  "homo_lumo_gap_ev": 9.0,
  "homo_ev": -9.21,
  "relative_energy_kj_mol": 0.0,
  "e_lumo_ev": -0.22,
  "max_force_ev_per_a": 1.25,
  "e_tot_ha": -3350.70053,
  "elements": ["C", "C", "C", "N", "N", "O", "O", "S", "Br", "H", "H", "H", "H", "H", "H", "H"],
  "xyz": [[-0.461198, -0.044034, 0.275652], [1.358717, 0.917118, -0.979786], [1.723693, -1.055848, 0.468612], [-1.281432, 0.839310, -0.193740], [0.820049, -0.073726, -0.083904], [-0.817162, -0.987051, 1.162190], [-3.417054, 2.064857, -0.205533], [-2.760453, 1.008921, 0.502895], [-3.758530, -0.997790, -0.201117], [-1.748224, -1.253167, 1.056534], [2.176423, 1.458916, -0.499160], [1.732570, 0.435710, -1.886204], [0.567445, 1.613144, -1.244846], [2.180686, -0.686806, 1.390371], [1.179187, -1.969698, 0.695210], [2.505285, -1.269859, -0.257179]],
  "atomic_forces_ev_per_a": [[-0.3, -0.5, 0.4], [0.0, 0.3, -0.2], [0.1, -0.3, 0.2], [-1.0, 0.6, -0.2], [-0.2, -0.2, 0.2], [0.6, -0.3, 0.1], [-0.4, 0.4, -0.4], [1.1, 0.0, 0.2], [-0.1, -0.4, -0.1], [-0.1, 0.1, -0.2], [0.0, 0.0, 0.0], [0.0, 0.0, 0.0], [0.1, 0.0, 0.0], [0.1, 0.0, 0.0], [0.1, 0.0, 0.0], [0.0, 0.0, 0.0]]
}

---

no.,M (g/mol)
1,102.07
2,85.90
3,101.90
4,230.91
5,230.91
6,232.90
7,287.87
8,188.45
9,215.07